{"formula": "C45H73BClN8O2P2Pt", "method": "the ωB97M-V functional and the def2-TZVPD basis", "species": ["Pt", "C", "C", "C", "C", "P", "C", "N", "B", "N", "C", "P", "C", "C", "C", "C", "C", "C", "C", "C", "C", "C", "C", "C", "C", "C", "C", "C", "C", "C", "H", "H", "H", "H", "H", "H", "H", "H", "H", "H", "H", "H", "H", "H", "H", "H", "H", "H", "H", "H", "H", "H", "H", "H", "H", "H", "H", "H", "H", "H", "H", "H", "H", "H", "H", "H", "H", "H", "H", "H", "H", "H", "H", "H", "C", "C", "C", "C", "C", "O", "C", "C", "C", "C", "C", "C", "Cl", "C", "C", "C", "N", "C", "N", "C", "N", "H", "H", "H", "H", "H", "H", "H", "H", "H", "H", "H", "H", "H", "H", "H", "H", "H", "H", "H", "H", "H", "H", "C", "N", "C", "C", "C", "N", "C", "O", "N", "H", "H", "H", "H", "H", "H", "H"], "positions_angstrom": [[-0.30, 0.89, -1.46], [2.78, -3.25, -2.03], [2.02, -2.15, -1.28], [0.85, -2.77, -0.49], [2.98, -1.58, -0.24], [1.21, -0.84, -2.40], [0.04, -1.97, -3.33], [-1.24, -1.77, -2.71], [-1.52, -0.60, -1.95], [-2.94, -0.61, -1.74], [-3.61, 0.57, -1.25], [-2.45, 1.98, -1.69], [-2.84, 2.28, -3.51], [-2.58, 1.01, -4.33], [-4.31, 2.66, -3.76], [-1.93, 3.39, -4.06], [-3.23, 3.37, -0.63], [-3.20, 4.79, -1.20], [-2.46, 3.35, 0.70], [-4.71, 3.08, -0.32], [-3.48, -1.72, -2.37], [-4.79, -2.15, -2.49], [-5.03, -3.30, -3.23], [-4.00, -4.00, -3.83], [-2.68, -3.57, -3.72], [-2.43, -2.43, -2.98], [2.33, -0.26, -3.80], [1.47, 0.70, -4.64], [3.56, 0.52, -3.30], [2.84, -1.40, -4.70], [2.95, -4.07, -1.33], [3.75, -2.90, -2.36], [2.25, -3.66, -2.88], [1.25, -3.41, 0.29], [0.20, -3.38, -1.12], [0.23, -2.00, -0.02], [3.36, -2.41, 0.37], [2.47, -0.91, 0.46], [3.84, -1.08, -0.69], [0.38, -3.00, -3.25], [0.02, -1.71, -4.39], [-3.74, 0.55, -0.17], [-4.59, 0.71, -1.70], [-3.31, 0.23, -4.14], [-1.58, 0.62, -4.16], [-2.66, 1.28, -5.39], [-5.00, 1.90, -3.39], [-4.46, 2.74, -4.83], [-4.58, 3.62, -3.32], [-0.89, 3.09, -3.99], [-2.05, 4.33, -3.54], [-2.18, 3.54, -5.11], [-2.22, 5.12, -1.50], [-3.56, 5.46, -0.42], [-3.89, 4.91, -2.04], [-1.40, 3.54, 0.55], [-2.58, 2.39, 1.21], [-2.87, 4.11, 1.36], [-5.32, 3.00, -1.22], [-5.09, 3.92, 0.25], [-4.87, 2.19, 0.29], [-5.60, -1.61, -2.01], [-6.05, -3.66, -3.33], [-4.22, -4.89, -4.41], [-1.88, -4.12, -4.20], [0.86, 1.35, -4.01], [0.81, 0.16, -5.32], [2.13, 1.32, -5.25], [3.27, 1.46, -2.84], [4.19, 0.75, -4.16], [4.16, -0.06, -2.60], [2.06, -2.11, -4.99], [3.65, -1.95, -4.24], [3.22, -0.95, -5.62], [1.89, -2.31, 7.53], [1.85, -0.91, 6.89], [3.25, -0.30, 7.01], [0.86, -0.07, 7.70], [1.37, -1.03, 5.39], [0.07, -1.57, 5.34], [2.37, -1.85, 4.55], [1.88, -2.38, 3.19], [0.82, -3.45, 3.26], [1.05, -4.64, 3.96], [0.10, -5.64, 4.01], [-1.11, -5.46, 3.36], [-2.32, -6.70, 3.42], [-1.36, -4.29, 2.65], [-0.40, -3.30, 2.61], [1.23, 0.40, 4.82], [0.62, 0.48, 3.51], [1.22, 0.74, 2.34], [0.34, 0.74, 1.36], [-0.82, 0.49, 2.01], [-0.70, 0.32, 3.31], [2.13, -2.20, 8.59], [2.65, -2.96, 7.10], [0.93, -2.82, 7.48], [3.52, -0.23, 8.06], [3.29, 0.72, 6.61], [4.01, -0.90, 6.51], [1.00, -0.25, 8.76], [-0.17, -0.31, 7.44], [1.01, 1.00, 7.55], [0.10, -2.51, 5.57], [2.69, -2.72, 5.13], [3.27, -1.25, 4.40], [2.76, -2.81, 2.69], [1.53, -1.58, 2.54], [2.00, -4.79, 4.46], [0.28, -6.55, 4.56], [-2.31, -4.17, 2.15], [-0.61, -2.38, 2.07], [2.22, 0.83, 4.71], [0.65, 1.02, 5.49], [2.28, 0.93, 2.27], [-1.77, 0.38, 1.51], [1.36, 6.28, -2.28], [1.83, 5.01, -1.75], [3.13, 4.82, -1.44], [3.56, 3.64, -0.95], [2.58, 2.61, -0.80], [1.32, 2.75, -1.17], [0.88, 3.99, -1.56], [-0.29, 4.23, -1.78], [2.94, 1.44, -0.27], [2.07, 7.06, -2.02], [0.39, 6.51, -1.85], [1.25, 6.22, -3.37], [3.79, 5.66, -1.61], [4.59, 3.48, -0.67], [3.90, 1.20, -0.16], [2.24, 0.71, -0.29]], "charge": 1, "homo_lumo_gap_ev": 7.73, "lumo_energy_ev": -1.97, "total_energy_ev": -98890.4414, "relative_energy_ev": 0.897}

=====

{"formula": "C3H11N4", "method": "the ωB97M-V functional and the def2-TZVPD basis", "species": ["N", "C", "N", "N", "H", "H", "H", "H", "H", "C", "C", "N", "H", "H", "H", "H", "H", "H"], "positions_angstrom": [[-1.54, 0.73, 1.52], [-0.37, 1.39, 1.09], [-0.35, 1.71, -0.26], [0.64, 1.62, 1.83], [-1.65, 0.85, 2.52], [-2.37, 1.06, 1.06], [-1.25, 1.96, -0.64], [0.34, 2.42, -0.46], [0.57, 1.10, 2.70], [1.30, -1.09, -1.90], [-0.28, -1.57, -0.11], [0.77, -1.85, -0.77], [1.16, -1.66, -2.82], [2.36, -0.90, -1.72], [0.75, -0.15, -1.95], [-0.82, -0.66, -0.27], [-0.59, -2.30, 0.64], [1.32, -2.65, -0.46]], "charge": 1, "homo_lumo_gap_ev": 8.11, "lumo_energy_ev": -4.74, "total_energy_ev": -9242.9316, "relative_energy_ev": 1.311}

=====

{"formula": "C5H12N3O", "method": "the ωB97M-V functional and the def2-TZVPD basis", "species": ["C", "O", "C", "N", "C", "C", "N", "C", "N", "H", "H", "H", "H", "H", "H", "H", "H", "H", "H", "H", "H"], "positions_angstrom": [[-2.40, -0.93, -0.50], [-1.40, -0.73, -1.56], [-0.04, -1.08, -1.12], [0.88, 0.10, -0.87], [2.01, -0.39, 0.05], [1.31, -0.17, 1.55], [0.32, 1.00, 1.44], [0.35, 1.27, -0.08], [-0.06, 2.53, -0.44], [-3.49, -0.84, -0.98], [-2.37, -1.98, 0.02], [-2.28, -0.03, 0.26], [0.45, -1.70, -2.01], [-0.08, -1.84, -0.20], [2.37, -1.50, -0.17], [2.84, 0.43, -0.16], [2.09, 0.00, 2.42], [0.57, -1.07, 1.79], [-0.68, 0.78, 1.64], [0.45, 3.36, -0.02], [-0.85, 2.76, -1.07]], "charge": 1, "homo_lumo_gap_ev": 8.21, "smiles": "COCN1CCNC1=[NH2+]", "lumo_energy_ev": -5.80, "total_energy_ev": -11885.7506, "relative_energy_ev": 6.408}

=====

{"formula": "C4H7ClFN2", "method": "the ωB97M-V functional and the def2-TZVPD basis", "species": ["C", "H", "C", "H", "C", "N", "C", "H", "H", "H", "N", "H", "H", "Cl", "F"], "positions_angstrom": [[-0.07, 0.33, -0.55], [-1.20, -1.24, 0.34], [-0.18, -1.12, -0.06], [-0.23, -1.79, -0.94], [-1.16, 0.75, -1.43], [-2.03, 1.06, -2.12], [0.64, 1.36, 0.29], [0.27, 1.31, 1.33], [1.66, 1.02, 0.49], [0.52, 2.36, -0.14], [0.85, -1.45, 0.88], [0.89, -2.46, 1.01], [0.58, -1.01, 1.79], [1.44, 0.11, -2.15], [-1.99, 0.78, 1.26]], "charge": -1, "homo_lumo_gap_ev": 8.09, "lumo_energy_ev": 3.30, "total_energy_ev": -22481.7917, "relative_energy_ev": 0.960}

=====

{"formula": "C4H16NO3", "method": "the ωB97M-V functional and the def2-TZVPD basis", "species": ["O", "C", "C", "N", "C", "C", "H", "H", "H", "H", "H", "H", "H", "H", "H", "H", "H", "H", "H", "H", "O", "H", "H", "O"], "positions_angstrom": [[0.37, 0.11, 3.10], [-0.61, 0.13, 2.04], [-0.29, 1.32, 1.15], [-0.12, 1.01, -0.28], [0.22, 2.21, -1.15], [-0.99, 2.52, -2.07], [-0.07, -0.27, 3.87], [-0.45, -0.83, 1.56], [-1.62, 0.14, 2.41], [-0.92, 2.19, 1.28], [0.66, 1.64, 1.57], [-0.91, 0.41, -0.67], [0.74, 0.43, -0.36], [0.53, 3.00, -0.48], [1.15, 2.02, -1.68], [-1.54, 1.62, -2.30], [-1.63, 3.18, -1.50], [-0.60, 3.05, -2.93], [-0.89, -5.02, -1.14], [0.36, -5.31, -1.32], [-0.15, -4.50, -1.51], [2.04, -1.77, -0.24], [1.12, -2.17, -1.48], [1.37, -1.48, -0.87]], "homo_lumo_gap_ev": [3.26, 11.27], "lumo_energy_ev": [0.81, 0.62], "total_energy_ev": -12035.5043, "relative_energy_ev": 2.395, "s_squared": 0.751, "spin_multiplicity": 2}

=====

{"formula": "C6H14O", "method": "the ωB97M-V functional and the def2-TZVPD basis", "species": ["C", "C", "C", "C", "C", "C", "H", "H", "H", "H", "H", "H", "H", "H", "H", "H", "H", "H", "H", "H", "O"], "positions_angstrom": [[-2.32, 1.90, -0.64], [-2.45, 0.46, -0.13], [-1.38, 0.19, 0.96], [0.01, -0.16, 0.12], [0.84, 0.83, -0.10], [0.02, -1.44, -0.67], [-3.26, 2.07, -1.14], [-2.17, 2.51, 0.17], [-1.53, 1.91, -1.38], [-2.24, -0.23, -0.94], [-3.52, 0.36, 0.25], [-1.40, -0.66, 1.64], [-1.27, 1.13, 1.64], [1.56, 0.88, -1.04], [0.82, 1.79, 0.41], [-0.78, -1.63, -1.35], [0.06, -2.37, -0.06], [1.00, -1.48, -1.27], [4.58, -2.43, 0.52], [3.71, -1.25, 0.18], [4.52, -1.41, 0.65]], "homo_lumo_gap_ev": 10.32, "smiles": "C=C(C)CCC.O", "lumo_energy_ev": 0.79, "total_energy_ev": -8494.6785, "relative_energy_ev": 2.214}